# 1
Molecular formula: C43H43GaN6OS3Se
Method: DFT, ωB97M-V/def2-TZVPD

## Properties
Energy above the lowest of the compared OMol25 structures with the same formula, charge and spin: 130.0 kJ/mol
Calculated total energy: -7588.92122 Eh
E_HOMO: -6.967 eV
Largest force on an atom: 2.2 eV/A

CARTESIAN COORDINATES (ANGSTROEM)
Ga1 12.197 18.516 10.605
C1 12.856 21.358 7.983
C2 11.836 20.563 7.151
C3 11.198 19.282 7.782
N1 12.174 18.529 8.562
C4 13.194 17.897 8.004
C5 13.245 17.488 6.650
C6 14.244 16.913 5.898
C7 15.587 16.742 6.252
C8 16.159 17.044 7.462
C9 15.552 17.291 8.664
C10 14.207 17.487 8.965
N2 13.789 17.426 10.226
C11 14.719 17.109 11.323
C12 14.013 16.492 12.553
C13 12.871 17.329 13.182
N3 12.803 18.637 12.518
C14 12.602 19.776 13.121
C15 12.526 19.885 14.547
C16 12.490 20.986 15.354
C17 12.576 22.344 15.042
C18 12.576 22.841 13.747
C19 12.430 22.202 12.507
C20 12.293 20.874 12.178
N4 11.983 20.495 10.910
C21 11.316 21.533 10.096
C22 12.185 22.252 9.056
H1 13.404 22.014 7.292
H2 13.586 20.692 8.454
H3 12.233 20.239 6.210
H4 10.967 21.262 6.989
H5 10.779 18.598 7.021
H6 10.365 19.492 8.497
H7 12.293 17.716 6.122
H8 13.946 16.641 4.910
H9 16.318 16.472 5.491
H10 17.261 16.983 7.491
H11 16.220 17.274 9.505
H12 15.235 18.006 11.614
H13 15.468 16.398 10.983
H14 14.785 16.296 13.249
H15 13.657 15.479 12.287
H16 13.125 17.422 14.241
H17 11.906 16.832 13.059
H18 12.496 18.954 15.088
H19 12.522 20.814 16.428
H20 12.648 23.076 15.851
H21 12.654 23.940 13.657
H22 12.413 22.864 11.651
H23 10.879 22.267 10.780
H24 10.459 21.068 9.598
H25 12.977 22.789 9.571
H26 11.568 23.013 8.619
O1 10.641 17.531 10.974
C23 9.259 17.614 11.111
C24 8.691 19.097 11.027
C25 8.942 20.132 11.896
C26 8.360 21.362 11.503
C27 7.704 21.238 10.315
S1 7.660 19.653 9.793
C28 8.899 17.017 12.469
C29 8.176 15.871 12.711
C30 8.175 15.455 14.099
C31 8.825 16.355 14.862
S2 9.498 17.607 13.937
C32 8.639 16.696 10.067
C33 7.358 16.458 9.659
C34 7.251 15.417 8.707
C35 8.492 14.891 8.442
S3 9.755 15.689 9.233
H27 9.498 20.064 12.798
H28 8.511 22.233 12.088
H29 7.176 22.027 9.852
H30 7.755 15.275 11.903
H31 7.670 14.526 14.440
H32 9.129 16.299 15.901
H33 6.521 17.064 10.049
H34 6.360 15.163 8.148
H35 8.627 14.225 7.617
C36 14.770 11.182 8.406
N5 13.773 11.327 9.443
C37 13.179 12.479 9.897
Se1 13.582 14.170 9.447
N6 12.158 12.075 10.720
C38 12.217 10.712 10.954
C39 11.514 9.910 11.843
C40 11.960 8.588 11.888
C41 12.936 8.079 11.018
C42 13.618 8.873 10.113
C43 13.227 10.203 10.121
H36 14.752 12.097 7.782
H37 14.458 10.310 7.856
H38 15.683 11.009 8.869
H39 11.541 12.700 11.205
H40 10.709 10.271 12.505
H41 11.527 7.870 12.571
H42 13.217 7.045 11.065
H43 14.376 8.494 9.451



# 2
Molecular formula: C43H43N2O6P3S2Ti
Method: DFT, ωB97M-V/def2-TZVPD

## Properties
2S+1: 2
Total charge: -1
Calculated total energy: -4895.28353 Eh
E_HOMO (alpha / beta): -2.859 / -2.853 eV
Largest force on an atom: 2.3 eV/A

CARTESIAN COORDINATES (ANGSTROEM)
Ti1 1.271 1.346 0.319
C1 6.581 -0.218 3.035
C2 5.861 0.675 2.043
O1 4.928 -0.128 1.328
P1 3.866 0.455 0.206
S1 1.458 -0.204 2.119
S2 3.386 2.344 0.884
O2 4.890 0.950 -1.006
C3 5.632 0.016 -1.777
C4 4.884 -1.271 -2.105
H1 7.329 0.355 3.586
H2 7.069 -1.040 2.509
H3 5.861 -0.637 3.738
H4 6.566 1.135 1.342
H5 5.332 1.478 2.556
H6 6.560 -0.225 -1.244
H7 5.887 0.542 -2.700
H8 4.714 -1.859 -1.202
H9 5.463 -1.866 -2.814
H10 3.916 -1.034 -2.546
C5 -2.067 -2.093 1.021
N1 -3.118 -1.213 0.582
C6 -2.832 0.138 0.141
P2 -1.063 0.473 -0.380
C7 -0.791 -0.941 -1.516
C8 -1.743 -1.290 -2.469
C9 -1.540 -2.380 -3.304
C10 -0.383 -3.133 -3.186
C11 0.566 -2.802 -2.227
C12 0.366 -1.714 -1.393
C13 -1.541 1.822 -1.559
C14 -1.206 1.838 -2.907
C15 -1.567 2.915 -3.706
C16 -2.259 3.986 -3.167
C17 -2.584 3.986 -1.817
C18 -2.215 2.918 -1.018
C19 -4.439 -1.600 0.669
C20 -4.785 -2.961 0.731
C21 -6.109 -3.355 0.799
C22 -7.133 -2.418 0.802
C23 -6.803 -1.072 0.746
C24 -5.482 -0.660 0.681
P3 -0.494 -1.084 1.790
C25 -1.517 0.005 2.877
C26 -2.534 -0.554 3.647
C27 -3.312 0.236 4.482
C28 -3.093 1.602 4.548
C29 -2.086 2.173 3.784
C30 -1.300 1.382 2.962
C31 -0.108 -2.524 2.878
C32 0.275 -3.705 2.241
C33 0.719 -4.794 2.976
C34 0.790 -4.712 4.358
C35 0.429 -3.534 4.998
C36 -0.011 -2.443 4.264
H11 -1.665 -2.711 0.210
H12 -2.431 -2.755 1.808
H13 -3.072 0.877 0.918
H14 -3.459 0.372 -0.723
H15 -2.651 -0.705 -2.558
H16 -2.292 -2.640 -4.039
H17 -0.213 -3.983 -3.836
H18 1.463 -3.402 -2.132
H19 1.108 -1.460 -0.645
H20 -0.656 1.012 -3.339
H21 -1.295 2.914 -4.755
H22 -2.536 4.826 -3.792
H23 -3.116 4.825 -1.385
H24 -2.434 2.939 0.045
H25 -4.008 -3.712 0.705
H26 -6.343 -4.412 0.842
H27 -8.169 -2.727 0.848
H28 -7.587 -0.324 0.765
H29 -5.264 0.399 0.662
H30 -2.705 -1.623 3.597
H31 -4.086 -0.225 5.083
H32 -3.698 2.220 5.201
H33 -1.900 3.239 3.834
H34 -0.505 1.843 2.404
H35 0.240 -3.756 1.157
H36 1.023 -5.701 2.468
H37 1.148 -5.554 4.937
H38 0.507 -3.461 6.076
H39 -0.263 -1.517 4.764
O3 0.614 2.988 0.153
C37 1.005 3.729 -0.859
C38 1.628 3.251 -2.035
C39 2.026 4.165 -3.027
C40 2.621 3.744 -4.199
C41 2.796 2.373 -4.467
C42 2.398 1.459 -3.527
C43 1.863 1.852 -2.291
O4 1.549 0.923 -1.397
N2 3.038 4.708 -5.170
O5 3.627 4.324 -6.168
O6 2.798 5.889 -4.973
H40 0.825 4.799 -0.776
H41 1.870 5.223 -2.871
H42 3.233 2.066 -5.404
H43 2.491 0.396 -3.710



# 3
Molecular formula: C43H45AsCsF10N3OS2Te
Method: DFT, ωB97M-V/def2-TZVPD

## Properties
Total charge: -2
Energy above the lowest of the compared OMol25 structures with the same formula, charge and spin: 38.0 kJ/mol
Calculated total energy: -6223.97579 Eh
E_HOMO: -1.701 eV
Largest force on an atom: 0.8 eV/A

CARTESIAN COORDINATES (ANGSTROEM)
Cs1 -0.057 0.814 -0.199
C1 2.744 -1.187 1.455
N1 2.602 0.254 1.411
C2 2.461 0.812 2.752
C3 1.741 2.155 2.821
N2 0.326 2.042 2.478
C4 -0.383 3.176 2.440
C5 -0.052 4.463 2.971
F1 1.098 4.650 3.673
C6 -0.867 5.573 2.881
F2 -0.465 6.734 3.438
C7 -2.098 5.523 2.261
F3 -2.893 6.616 2.175
C8 -2.483 4.307 1.726
F4 -3.668 4.213 1.094
C9 -1.668 3.203 1.809
F5 -2.130 2.071 1.218
C10 3.701 0.852 0.648
C11 3.429 0.870 -0.863
N3 2.462 1.891 -1.218
C12 2.849 3.139 -1.423
C13 4.151 3.730 -1.466
F6 5.268 2.981 -1.222
C14 4.382 5.072 -1.699
F7 5.657 5.520 -1.738
C15 3.353 5.965 -1.906
F8 3.591 7.269 -2.198
C16 2.058 5.462 -1.854
F9 1.022 6.304 -2.026
C17 1.830 4.131 -1.626
F10 0.539 3.730 -1.514
H1 3.618 -1.508 2.055
H2 2.863 -1.574 0.442
H3 1.848 -1.638 1.890
H4 3.448 0.932 3.239
H5 1.894 0.099 3.354
H6 2.245 2.860 2.142
H7 1.913 2.527 3.839
H8 4.647 0.317 0.863
H9 3.839 1.883 0.978
H10 3.011 -0.097 -1.162
H11 4.389 0.975 -1.378
S1 -2.762 -1.199 -1.711
C18 -4.110 -0.487 -2.558
C19 -5.317 -1.180 -2.755
C20 -6.382 -0.610 -3.429
C21 -6.285 0.681 -3.938
C22 -5.102 1.387 -3.756
C23 -4.027 0.820 -3.082
As1 -2.364 1.768 -2.672
C24 -1.196 1.057 -4.083
C25 -1.616 0.078 -4.976
C26 -0.731 -0.436 -5.915
C27 0.582 0.018 -5.957
C28 1.008 0.985 -5.055
C29 0.121 1.503 -4.121
C30 -2.818 3.477 -3.567
C31 -2.712 3.723 -4.932
C32 -3.059 4.961 -5.456
C33 -3.516 5.973 -4.621
C34 -3.618 5.742 -3.256
C35 -3.265 4.504 -2.737
H12 -5.396 -2.184 -2.353
H13 -7.300 -1.176 -3.554
H14 -7.117 1.138 -4.461
H15 -5.028 2.396 -4.145
H16 -2.631 -0.299 -4.918
H17 -1.065 -1.206 -6.602
H18 1.278 -0.395 -6.678
H19 2.038 1.322 -5.055
H20 0.472 2.228 -3.396
H21 -2.352 2.943 -5.594
H22 -2.967 5.139 -6.522
H23 -3.779 6.941 -5.031
H24 -3.956 6.528 -2.592
H25 -3.329 4.334 -1.667
C36 -2.111 -2.568 3.674
Te1 -0.883 -0.838 3.342
C37 -2.508 0.462 3.753
H26 -2.535 -2.544 4.676
H27 -1.499 -3.463 3.565
H28 -2.904 -2.589 2.928
H29 -2.953 0.184 4.707
H30 -3.234 0.401 2.946
H31 -2.105 1.470 3.811
C38 2.258 -6.587 0.399
C39 1.328 -5.392 0.226
C40 1.876 -4.384 -0.772
S2 0.813 -2.930 -0.949
O1 1.621 -1.947 -1.744
C41 -0.430 -3.671 -2.067
C42 -0.230 -3.244 -3.514
C43 0.966 -3.869 -4.219
H32 1.860 -7.296 1.127
H33 3.243 -6.266 0.746
H34 2.397 -7.116 -0.546
H35 1.178 -4.894 1.188
H36 0.342 -5.739 -0.095
H37 2.024 -4.809 -1.767
H38 2.826 -3.971 -0.424
H39 -1.404 -3.318 -1.730
H40 -0.378 -4.756 -1.938
H41 -0.159 -2.156 -3.550
H42 -1.158 -3.497 -4.036
H43 1.903 -3.537 -3.771
H44 0.981 -3.568 -5.269
H45 0.928 -4.964 -4.185



# 4
Molecular formula: C43H45BCl3N10ORbS3
Method: DFT, ωB97M-V/def2-TZVPD

## Properties
Total charge: -2
Energy above the lowest of the compared OMol25 structures with the same formula, charge and spin: 57.6 kJ/mol
Calculated total energy: -4912.53420 Eh
E_HOMO: -2.276 eV
Largest force on an atom: 3.7 eV/A

CARTESIAN COORDINATES (ANGSTROEM)
Rb1 -0.349 -0.016 1.250
Cl1 4.475 5.308 5.596
C1 3.194 4.609 4.704
C2 1.874 4.591 5.217
C3 0.916 3.706 4.628
C4 1.197 2.887 3.500
O1 0.515 1.881 3.139
C5 2.464 3.334 2.751
C6 2.567 3.187 1.337
N1 1.590 2.864 0.558
C7 1.484 3.154 -0.741
C8 2.505 3.553 -1.606
C9 2.330 3.490 -2.993
C10 1.122 3.212 -3.654
C11 0.014 2.896 -2.869
C12 -1.256 2.803 -3.436
C13 -2.314 2.422 -2.646
C14 -2.068 2.166 -1.286
N2 -0.877 2.384 -0.722
C15 0.171 2.866 -1.440
C16 3.450 4.083 3.413
H1 1.620 5.383 5.851
H2 -0.038 3.633 5.158
H3 3.550 3.558 1.011
H4 3.498 3.895 -1.296
H5 3.218 3.566 -3.607
H6 0.934 3.335 -4.701
H7 -1.362 3.106 -4.535
H8 -3.344 2.193 -3.046
H9 -2.828 1.850 -0.591
H10 4.426 4.320 2.959
C17 -0.900 -4.726 5.308
C18 -1.174 -3.327 4.768
C19 -2.049 -2.574 5.778
C20 -1.835 -3.465 3.407
C21 -2.081 -4.637 2.613
C22 -2.832 -4.251 1.536
N3 -3.087 -2.923 1.683
N4 -2.491 -2.440 2.840
B1 -3.801 -2.148 0.572
N5 -4.255 -0.661 1.059
C23 -5.439 -0.240 1.551
C24 -5.267 1.042 2.084
C25 -3.887 1.307 1.892
N6 -3.305 0.292 1.215
C26 -3.206 2.588 2.295
C27 -4.066 3.794 1.957
C28 -2.809 2.653 3.761
N7 -2.990 -2.038 -0.699
C29 -3.421 -1.876 -2.008
C30 -2.343 -1.927 -2.862
C31 -1.230 -2.090 -1.935
N8 -1.668 -2.171 -0.671
C32 0.234 -2.332 -2.189
C33 0.682 -3.625 -1.476
C34 0.475 -2.345 -3.713
H11 -0.209 -4.632 6.155
H12 -0.372 -5.398 4.608
H13 -1.826 -5.164 5.717
H14 -0.196 -2.875 4.623
H15 -2.986 -3.034 5.805
H16 -2.167 -1.520 5.553
H17 -1.660 -2.749 6.816
H18 -1.786 -5.665 2.858
H19 -3.162 -4.855 0.718
H20 -4.857 -2.598 0.295
H21 -6.340 -0.757 1.299
H22 -5.910 1.710 2.686
H23 -2.281 2.642 1.687
H24 -5.082 3.614 2.401
H25 -4.037 4.172 0.918
H26 -3.659 4.686 2.564
H27 -3.279 1.990 4.435
H28 -3.086 3.701 4.168
H29 -1.675 2.456 3.817
H30 -4.443 -1.755 -2.311
H31 -2.463 -1.947 -3.924
H32 0.772 -1.567 -1.597
H33 0.258 -4.500 -1.970
H34 0.248 -3.645 -0.449
H35 1.768 -3.719 -1.461
H36 -0.285 -2.880 -4.280
H37 1.451 -2.805 -3.980
H38 0.582 -1.377 -4.212
Cl2 2.138 -1.874 2.578
C35 2.510 -3.666 2.183
Cl3 3.314 -4.522 3.576
H39 3.131 -3.656 1.327
H40 1.538 -4.138 1.941
S1 6.474 2.011 -4.235
C36 5.419 0.890 -3.565
S2 5.347 0.522 -1.836
C37 3.775 -0.140 -2.031
N9 3.422 -0.276 -3.296
N10 4.372 0.257 -4.134
C38 4.194 0.123 -5.568
C39 5.224 -0.336 -6.430
C40 4.932 -1.231 -7.473
C41 3.576 -1.467 -7.781
C42 2.583 -0.876 -6.977
C43 2.913 0.015 -5.975
S3 2.914 -0.308 -0.605
H41 6.314 -0.089 -6.262
H42 5.687 -1.878 -7.897
H43 3.291 -2.123 -8.610
H44 1.556 -1.251 -7.256
H45 2.122 0.389 -5.284